No. 1
{
  "formula": "C4H6ClP",
  "method": "ωB97M-V with the def2-TZVPD basis set",
  "smiles": "ClP1#CC1.C=C",
  "total_charge": 0,
  "orbital_gap_ev": 7.8,
  "mol_weight_da": 120.519,
  "total_energy_ev": -26050.9652,
  "e_above_lowest_kj_mol": 427.46,
  "elements": ["Cl", "P", "C", "C", "H", "H", "C", "C", "H", "H", "H", "H"],
  "xyz": [[-3.50439, -1.50338, 2.15583], [-1.52573, -1.39784, 2.10700], [-1.40377, -0.86766, 0.39218], [-0.84837, -2.16422, 0.25003], [-1.11338, -2.51658, -0.68777], [0.06547, -2.52044, 0.83166], [1.45682, 1.55506, -0.33419], [0.09945, 1.49546, -0.43264], [2.18682, 0.74896, -0.05233], [2.05371, 2.48515, -0.43424], [-0.43413, 0.54421, -0.39171], [-0.48631, 2.33321, -0.39173]],
  "forces_ev_per_angstrom": [[-1.171, 0.151, 0.521], [0.999, -0.536, -1.914], [-0.408, -0.971, 0.987], [1.677, 2.701, 2.905], [-0.266, -1.759, -1.445], [-1.187, -0.131, -0.842], [-0.111, 0.255, 0.310], [3.786, -2.247, 0.626], [-1.340, 0.156, -0.764], [-0.925, -0.239, 0.195], [0.233, 0.437, -0.036], [-1.288, 2.181, -0.543]],
  "nbo_charge": [-0.2432, 0.7818, -0.4122, -0.6173, 0.2491, 0.2364, -0.3999, -0.3651, 0.1900, 0.1875, 0.2029, 0.1900]
}

No. 2
{
  "formula": "C4H6CoO3",
  "method": "ωB97M-V with the def2-TZVPD basis set",
  "total_charge": 0,
  "s_squared": 3.76,
  "spin_multiplicity": 4,
  "orbital_gap_ev": [6.0, 7.6],
  "mol_weight_da": 161.022,
  "total_energy_ev": -48010.3312,
  "e_above_lowest_kj_mol": 0.00,
  "elements": ["O", "O", "O", "C", "C", "C", "H", "H", "H", "Co", "C", "H", "H", "H"],
  "xyz": [[-1.66350, -1.60138, -0.32246], [0.44148, -0.98952, 0.05416], [-1.15569, 0.55249, 0.08144], [1.48158, 0.10716, -0.03791], [2.81612, -0.57338, -0.01016], [-0.81713, -0.78163, -0.00870], [3.59047, 0.20877, -0.07029], [3.03013, -1.15234, 0.91476], [3.00842, -1.26787, -0.85678], [0.49897, 1.73460, -0.18312], [-2.55238, 0.87097, 0.10415], [-3.02174, 0.37394, 0.95886], [-3.04939, 0.55774, -0.81971], [-2.60733, 1.96046, 0.19575]],
  "forces_ev_per_angstrom": [[0.710, 0.710, 1.076], [1.805, -0.199, 0.319], [-0.131, 0.320, 0.443], [-0.627, -0.515, 0.130], [0.356, 0.070, 0.006], [-1.730, -0.644, -1.972], [-0.276, -0.223, 0.015], [-0.352, 0.274, -0.333], [-0.343, 0.303, 0.298], [0.654, 0.133, 0.012], [-0.317, -0.086, -0.076], [0.033, 0.177, -0.205], [0.208, -0.046, 0.194], [0.008, -0.273, 0.092]],
  "nbo_charge": [-0.6248, -0.5382, -0.6137, -0.2371, -0.7258, 0.9914, 0.2187, 0.2140, 0.2144, 0.7530, -0.2479, 0.2040, 0.2067, 0.1855]
}

No. 3
{
  "formula": "C4H6CrFO4",
  "method": "ωB97M-V with the def2-TZVPD basis set",
  "total_charge": 0,
  "s_squared": 8.75,
  "spin_multiplicity": 6,
  "orbital_gap_ev": [4.3, 4.6],
  "mol_weight_da": 189.082,
  "total_energy_ev": -43568.4632,
  "elements": ["C", "O", "H", "H", "H", "C", "O", "C", "C", "O", "O", "F", "H", "H", "H", "Cr"],
  "xyz": [[0.78362, -0.90695, -2.69712], [1.41413, -0.04548, -1.82279], [-0.09792, -0.45077, -3.20556], [1.47110, -1.25513, -3.50376], [0.39085, -1.82193, -2.19391], [-0.54062, 0.84846, 2.35328], [0.64938, 1.07137, 1.91116], [0.73086, 0.44298, 0.33116], [-0.77116, 0.45485, 0.10281], [-1.35485, 0.35200, 1.41764], [-0.81029, 0.55075, 3.52230], [1.20934, -0.81666, 0.59785], [1.34788, 1.28524, 0.01438], [-1.09329, 1.40052, -0.34045], [-1.11650, -0.40691, -0.47407], [-2.21252, -0.70232, 3.98709]],
  "forces_ev_per_angstrom": [[0.097, 0.346, 0.368], [-0.740, 0.429, 0.518], [0.111, -0.092, -0.080], [-0.277, 0.030, 0.239], [0.066, -0.075, -0.111], [2.693, -3.594, -1.773], [-1.167, 0.897, 0.814], [0.395, -0.951, -0.667], [0.587, 0.079, -0.427], [-1.176, 0.710, 0.001], [-0.312, 1.587, 1.273], [-0.461, 2.111, 0.197], [0.229, -1.159, -0.469], [0.162, -0.232, -0.113], [0.221, 0.236, 0.088], [-0.427, -0.324, 0.141]],
  "nbo_charge": [-0.2234, -0.9096, 0.1029, 0.1400, 0.0979, 1.0064, -0.5424, 0.5220, -0.1591, -0.5226, -0.7845, -0.3128, 0.2347, 0.2158, 0.2462, 0.8886]
}